[1]
{"formula": "C15H31BrCl12IS", "method": "ωB97M-V/def2-TZVPD", "orbital_gap_ha": 0.2602, "energy_ev": -255299.6345, "total_charge": 1, "species": ["C", "C", "C", "I", "S", "Br", "H", "H", "H", "H", "H", "H", "H", "Cl", "C", "C", "Cl", "H", "H", "H", "H", "Cl", "C", "C", "Cl", "H", "H", "H", "H", "Cl", "C", "C", "Cl", "H", "H", "H", "H", "Cl", "C", "C", "Cl", "H", "H", "H", "H", "Cl", "C", "C", "Cl", "H", "H", "H", "H", "Cl", "C", "C", "Cl", "H", "H", "H", "H"], "coordinates": [[2.462, 2.096, 3.792], [1.355, 2.596, 2.864], [-0.008, 2.590, 3.570], [-0.332, 4.204, 4.906], [-1.322, 2.778, 2.307], [-2.026, 0.802, 1.878], [2.601, 1.019, 3.711], [2.254, 2.333, 4.839], [3.404, 2.573, 3.531], [1.566, 3.597, 2.488], [1.259, 1.921, 2.000], [-0.189, 1.660, 4.109], [-2.332, 3.089, 3.152], [1.365, -0.775, 1.560], [1.052, -1.056, -0.184], [1.456, 0.132, -1.023], [0.415, 1.564, -0.711], [-0.008, -1.276, -0.291], [1.638, -1.925, -0.473], [1.302, -0.111, -2.071], [2.483, 0.436, -0.841], [-2.779, 1.068, -5.910], [-3.212, 1.810, -4.353], [-2.121, 1.618, -3.328], [-1.941, -0.102, -2.862], [-4.156, 1.374, -4.031], [-3.349, 2.876, -4.525], [-2.351, 2.174, -2.420], [-1.157, 1.943, -3.713], [1.191, -1.377, -7.830], [0.027, -0.932, -6.560], [0.622, 0.034, -5.566], [1.921, -0.727, -4.591], [-0.298, -1.848, -6.073], [-0.825, -0.460, -7.046], [-0.149, 0.362, -4.871], [1.066, 0.893, -6.062], [1.450, -3.653, 4.448], [-0.157, -3.213, 5.075], [-0.585, -1.853, 4.580], [0.438, -0.556, 5.283], [-0.113, -3.247, 6.161], [-0.863, -3.961, 4.718], [-1.611, -1.646, 4.880], [-0.480, -1.785, 3.500], [-6.959, 0.506, -2.771], [-6.564, -1.206, -2.438], [-5.315, -1.632, -3.167], [-5.551, -1.727, -4.929], [-7.426, -1.805, -2.721], [-6.404, -1.285, -1.364], [-5.009, -2.620, -2.827], [-4.510, -0.924, -2.994], [4.952, 0.315, 1.776], [5.416, -1.015, 2.882], [6.689, -0.704, 3.630], [8.100, -0.649, 2.548], [5.524, -1.909, 2.273], [4.596, -1.150, 3.586], [6.870, -1.488, 4.364], [6.626, 0.256, 4.136]], "mulliken_charge": [-0.9575, 0.4097, -0.3463, 0.3523, 0.1879, 0.1368, 0.1024, 0.3351, 0.3121, 0.3834, -0.4122, 0.0424, 0.3286, 0.0280, -0.6826, 0.1446, -0.2012, 0.2398, 0.3971, -0.2287, 0.4027, -0.1563, -0.2076, -0.7131, -0.2171, 0.0945, 0.3873, 0.4219, 0.4678, -0.1912, -0.3167, 0.5309, -0.2339, 0.3258, 0.1307, -0.7501, 0.4174, -0.1519, -0.5500, -0.2084, -0.1818, 0.3288, 0.3426, 0.3861, 0.0601, -0.1908, -0.4093, -0.1177, -0.1627, 0.3492, 0.2685, 0.3760, -0.1056, -0.1713, -0.3988, -0.4567, -0.1753, 0.3569, 0.2118, 0.3288, 0.3070]}

=====

[2]
{"formula": "C15H31CdNO3P2", "method": "ωB97M-V/def2-TZVPD", "orbital_gap_ha": 0.1534, "relative_energy_kcal_mol": 0.0, "energy_ev": -46821.1153, "total_charge": 0, "species": ["P", "P", "C", "C", "H", "H", "H", "H", "C", "H", "H", "H", "C", "H", "H", "H", "C", "H", "H", "H", "C", "H", "H", "H", "Cd", "C", "C", "C", "C", "C", "C", "C", "C", "C", "H", "H", "H", "H", "H", "H", "H", "H", "H", "H", "H", "H", "H", "H", "H", "O", "N", "O", "O"], "coordinates": [[0.299, -1.900, -1.914], [0.261, 2.197, -1.369], [-0.342, -0.352, -2.608], [0.637, 0.854, -2.536], [-1.320, -0.128, -2.127], [-0.538, -0.574, -3.672], [1.684, 0.547, -2.368], [0.619, 1.337, -3.527], [-1.026, 3.179, -2.188], [-1.419, 3.946, -1.508], [-1.857, 2.531, -2.498], [-0.607, 3.667, -3.076], [1.715, 3.239, -1.257], [1.711, 3.920, -2.121], [2.621, 2.619, -1.289], [1.695, 3.827, -0.329], [-0.826, -3.234, -2.262], [-0.699, -4.033, -1.527], [-0.624, -3.631, -3.259], [-1.856, -2.875, -2.218], [1.954, -2.308, -2.477], [2.594, -1.423, -2.557], [1.875, -2.772, -3.467], [2.424, -3.026, -1.790], [1.133, -0.266, 4.585], [-0.405, 1.713, 0.217], [-1.800, 1.355, -0.064], [-2.558, 0.195, 0.319], [-1.926, -0.972, 1.167], [-1.101, -1.852, 0.367], [0.247, -1.685, -0.160], [1.139, -0.468, 0.317], [0.539, 0.754, 1.020], [0.909, -2.178, 3.674], [-0.350, 2.683, 0.780], [-2.416, 2.182, -0.458], [-2.953, -0.279, -0.600], [-3.450, 0.527, 0.878], [-1.493, -0.566, 2.090], [-2.773, -1.592, 1.524], [-1.571, -2.790, 0.083], [0.798, -2.593, 0.177], [1.769, -0.124, -0.517], [1.902, -0.876, 1.004], [0.040, 0.491, 1.959], [1.416, 1.353, 1.341], [1.529, -2.839, 4.295], [1.257, -2.221, 2.637], [-0.135, -2.516, 3.702], [-0.216, 2.671, 6.556], [0.305, 1.765, 5.927], [1.010, 0.836, 6.499], [0.179, 1.685, 4.625]], "mulliken_charge": [0.8826, 1.1106, -0.8237, -1.1522, 0.1813, 0.6254, 0.4408, 0.6821, -1.6912, 0.4169, 0.4572, 0.4761, -1.5254, 0.4246, 0.4071, 0.3948, -1.6273, 0.4263, 0.4664, 0.4827, -1.3030, 0.3824, 0.4118, 0.4049, 0.7383, 0.9717, -1.5605, -0.6435, -1.2052, -1.1804, 0.5989, -1.1680, -0.7468, -1.0341, 0.4420, 0.3344, 0.0404, 0.4839, 0.1611, 0.4430, 0.1905, 0.4763, 0.6250, 0.6723, -0.5460, 0.6972, 0.4234, 0.0803, 0.3462, -0.5125, 1.3925, -0.7266, -0.7448]}

=====

[3]
{"formula": "C15H31Cl2I3O4P2", "method": "ωB97M-V/def2-TZVPD", "orbital_gap_ha": 0.3026, "relative_energy_kcal_mol": 9.2, "energy_ev": -92171.2091, "total_charge": 0, "species": ["C", "C", "P", "C", "C", "O", "C", "C", "C", "C", "I", "P", "O", "O", "C", "O", "C", "C", "I", "C", "C", "I", "H", "H", "H", "H", "H", "H", "H", "H", "H", "H", "H", "H", "H", "H", "H", "H", "H", "H", "H", "H", "H", "H", "H", "H", "H", "H", "H", "Cl", "C", "C", "Cl", "H", "H", "H", "H"], "coordinates": [[-0.927, -3.318, 0.117], [-1.423, -2.223, -0.821], [-2.049, -0.784, 0.135], [-3.731, -0.473, -0.508], [-0.900, 0.640, -0.279], [-1.087, 1.573, 0.808], [-0.522, 1.185, 2.045], [1.015, 1.214, 2.025], [1.605, -0.186, 2.138], [3.105, -0.331, 2.384], [4.341, 1.263, 1.707], [-1.144, 2.346, 3.357], [-0.357, 3.696, 2.872], [-2.640, 2.597, 2.795], [-0.694, 1.582, -1.505], [0.703, 1.595, -1.798], [1.278, 0.469, -2.428], [-1.491, 1.686, -2.815], [-1.805, -0.081, -3.991], [-2.732, 2.648, -2.751], [-3.132, 3.148, -1.365], [-4.499, 2.019, -3.810], [-0.264, -3.980, -0.432], [-1.741, -3.931, 0.489], [-0.357, -2.899, 0.937], [-2.213, -2.594, -1.462], [-0.597, -1.931, -1.461], [-3.978, 0.578, -0.531], [-4.392, -0.928, 0.223], [-3.913, -0.946, -1.461], [0.077, 0.186, -0.137], [-0.854, 0.197, 2.363], [1.394, 1.806, 2.852], [1.320, 1.665, 1.087], [1.110, -0.681, 2.970], [1.348, -0.761, 1.252], [3.310, -0.472, 3.435], [3.473, -1.212, 1.879], [-0.721, 4.076, 2.062], [-2.650, 2.944, 1.892], [-0.796, 2.574, -1.089], [2.324, 0.442, -2.145], [1.223, 0.534, -3.511], [0.813, -0.468, -2.126], [-0.791, 2.204, -3.453], [-2.463, 3.502, -3.352], [-2.871, 2.465, -0.572], [-2.657, 4.104, -1.166], [-4.199, 3.311, -1.303], [5.621, -2.885, 2.117], [5.060, -4.117, 0.958], [4.072, -3.554, -0.028], [2.527, -3.116, 0.752], [4.627, -4.935, 1.526], [5.937, -4.479, 0.425], [3.845, -4.300, -0.787], [4.462, -2.663, -0.512]], "mulliken_charge": [-1.2297, -0.1571, 0.0086, -1.1307, 1.2196, -0.4114, 0.0304, -1.1630, 0.3046, -0.3407, -0.0118, -0.1603, -0.4417, -0.4586, -0.2182, -0.5410, -0.6688, -1.1143, 0.0638, -0.2827, -0.9292, 0.0884, 0.3971, 0.3906, 0.2102, 0.4741, -0.0565, 0.2717, 0.4392, 0.3371, -0.3382, 0.5131, 0.7367, 0.3215, 0.2809, -0.2952, 0.5338, -0.3975, 0.3408, 0.3137, 0.4123, 0.2864, 0.2938, 0.2128, 0.6413, 0.5374, -0.0861, 0.2882, 0.4791, -0.1651, -0.3857, -0.6575, -0.1232, 0.3011, 0.3285, 0.4086, 0.2988]}